w | The following is a DFT calculation (ωB97M-V/def2-TZVPD) of a 2-piece molecular cluster, C12H17N overall.

As for the SMILES: Cc1c[nH]c2ccccc12.CCC.

Structure (ORCA input):
```
! RIJCOSX wB97M-V def2-TZVPD def2/J DEFGRID3
* xyz 0 1
C 2.631 1.304 -0.344
C 1.242 1.071 -0.914
C 0.962 0.550 -2.212
N -0.372 0.338 -2.405
C -1.045 0.847 -1.324
C -2.383 1.140 -0.993
C -2.651 1.902 0.135
C -1.615 2.423 1.016
C -0.288 2.212 0.840
C 0.028 1.447 -0.325
H 3.324 1.734 -0.962
H 3.059 0.413 0.106
H 2.672 2.120 0.574
H 1.825 0.572 -3.017
H -0.739 -0.088 -3.317
H -3.162 0.892 -1.686
H -3.694 2.096 0.291
H -1.981 3.207 1.684
H 0.418 2.461 1.540
C 0.486 -3.687 0.883
C 0.250 -2.181 0.488
C -0.188 -1.390 1.631
H 1.206 -4.174 0.271
H -0.521 -4.109 0.685
H 0.872 -3.560 1.904
H 1.187 -1.914 0.117
H -0.569 -2.131 -0.392
H -0.825 -1.864 2.392
H 0.709 -0.987 2.129
H -0.834 -0.643 1.206
*
```

Computed Löwdin charges, given in elementary charges: -0.05, -0.26, -0.09, 0.04, -0.17, -0.06, -0.09, -0.10, -0.05, -0.11, 0.02, 0.06, 0.13, 0.16, 0.20, 0.09, 0.08, 0.10, 0.08, -0.11, -0.35, -0.15, 0.04, 0.08, 0.07, 0.06, 0.14, 0.09, 0.09, 0.04

=====

x | The following is a DFT calculation (ωB97M-V/def2-TZVPD) of a 2-piece molecular cluster, C12H17N overall.

As for the SMILES: Cc1c[nH]c2ccccc12.CCC.

Structure (ORCA input):
```
! RIJCOSX wB97M-V def2-TZVPD def2/J DEFGRID3
* xyz 0 1
C -0.964 0.553 -4.412
C -0.959 1.297 -3.061
C -1.006 2.694 -2.932
N -0.474 3.024 -1.658
C -0.050 1.790 -1.116
C 0.690 1.678 0.098
C 1.204 0.460 0.347
C 1.180 -0.593 -0.606
C 0.413 -0.566 -1.704
C -0.283 0.672 -2.013
H -0.949 1.162 -5.216
H -1.884 -0.060 -4.700
H -0.156 -0.136 -4.356
H -1.474 3.367 -3.654
H 0.018 3.917 -1.474
H 0.646 2.621 0.790
H 1.812 0.249 1.285
H 1.777 -1.503 -0.205
H 0.516 -1.283 -2.497
C 0.750 -0.820 3.872
C 0.035 -1.585 2.767
C -0.743 -2.834 3.430
H 1.150 0.144 3.401
H 0.035 -0.464 4.607
H 1.625 -1.448 4.106
H 0.597 -2.069 2.083
H -0.694 -1.004 2.346
H -0.586 -3.795 2.959
H -1.790 -2.737 3.074
H -0.438 -2.730 4.437
*
```

Computed Löwdin charges, given in elementary charges: -0.04, -0.23, -0.04, 0.06, -0.20, -0.05, -0.15, -0.13, -0.03, -0.12, 0.02, 0.10, 0.05, 0.12, 0.16, 0.14, 0.11, 0.13, 0.10, -0.12, -0.30, -0.08, 0.07, 0.07, 0.08, 0.04, 0.06, 0.05, 0.07, 0.04

=====

y | The following is a DFT calculation (ωB97M-V/def2-TZVPD) of a 2-piece molecular cluster, C12H17N overall.

As for the SMILES: Cc1c[nH]c2ccccc12.CCC.

Structure (ORCA input):
```
! RIJCOSX wB97M-V def2-TZVPD def2/J DEFGRID3
* xyz 0 1
C -2.314 2.053 0.723
C -1.798 1.314 -0.514
C -1.418 1.757 -1.819
N -0.759 0.834 -2.569
C -0.778 -0.378 -1.831
C -0.396 -1.609 -2.238
C -0.421 -2.582 -1.270
C -0.927 -2.365 0.011
C -1.429 -1.080 0.397
C -1.298 -0.004 -0.519
H -3.189 1.460 1.112
H -2.537 3.112 0.529
H -1.463 2.163 1.486
H -1.797 2.788 -2.047
H -0.606 0.809 -3.589
H -0.159 -1.897 -3.324
H -0.131 -3.523 -1.545
H -1.003 -3.238 0.708
H -1.798 -0.975 1.475
C 2.866 -0.505 2.236
C 1.631 -0.029 1.462
C 1.894 0.872 0.315
H 3.385 0.293 2.917
H 3.775 -0.880 1.752
H 2.439 -1.316 2.856
H 1.135 -0.822 1.150
H 1.031 0.588 2.242
H 1.091 1.453 -0.141
H 2.807 1.385 0.530
H 2.166 0.324 -0.496
*
```

Computed Löwdin charges, given in elementary charges: -0.05, -0.24, -0.08, 0.07, -0.21, -0.05, -0.12, -0.10, -0.03, -0.19, 0.09, 0.07, 0.09, 0.13, 0.16, 0.14, 0.07, 0.11, 0.13, -0.13, -0.32, -0.11, 0.10, 0.06, 0.07, 0.02, 0.14, 0.07, 0.07, 0.04

=====

z | The following is a DFT calculation (ωB97M-V/def2-TZVPD) of a 2-piece molecular cluster, C12H17N overall.

As for the SMILES: Cc1c[nH]c2ccccc12.CCC.

Structure (ORCA input):
```
! RIJCOSX wB97M-V def2-TZVPD def2/J DEFGRID3
* xyz 0 1
C -2.338 -1.241 2.656
C -2.421 -0.631 1.290
C -3.208 0.495 1.028
N -3.251 0.855 -0.342
C -2.292 0.041 -0.928
C -2.015 -0.175 -2.333
C -0.990 -1.162 -2.562
C -0.156 -1.766 -1.547
C -0.559 -1.596 -0.285
C -1.758 -0.899 -0.020
H -1.356 -1.002 3.225
H -2.547 -2.260 2.563
H -3.269 -0.918 3.158
H -3.886 0.886 1.737
H -3.538 1.788 -0.523
H -2.550 0.543 -2.968
H -0.760 -1.398 -3.664
H 0.785 -2.198 -1.878
H 0.106 -2.025 0.387
C 4.088 2.118 -0.272
C 2.729 1.431 -0.005
C 2.911 0.024 0.559
H 4.400 1.864 -1.222
H 4.854 1.631 0.381
H 3.834 3.187 -0.230
H 2.200 2.032 0.785
H 2.218 1.556 -1.003
H 1.898 -0.350 0.785
H 3.388 -0.675 -0.250
H 3.481 -0.157 1.479
*
```

Computed Löwdin charges, given in elementary charges: -0.06, -0.21, -0.06, 0.08, -0.23, 0.00, -0.09, -0.12, -0.07, -0.11, 0.11, 0.05, 0.08, 0.10, 0.13, 0.10, 0.11, 0.10, 0.09, -0.13, -0.33, -0.15, 0.03, 0.08, 0.08, 0.10, 0.11, 0.04, 0.10, 0.07

=====

Of them, x has the lowest stability.

=====

w | The following is a DFT calculation (ωB97M-V/def2-TZVPD) of a 2-piece molecular cluster, C12H17N overall.

As for the SMILES: Cc1c[nH]c2ccccc12.CCC.

Structure (ORCA input):
```
! RIJCOSX wB97M-V def2-TZVPD def2/J DEFGRID3
* xyz 0 1
C 2.761 -1.700 -2.339
C 1.550 -1.746 -1.447
C 1.057 -2.774 -0.717
N -0.243 -2.491 -0.264
C -0.581 -1.253 -0.774
C -1.773 -0.525 -0.622
C -1.895 0.671 -1.284
C -0.830 1.169 -2.106
C 0.277 0.395 -2.298
C 0.462 -0.810 -1.581
H 3.712 -1.995 -1.904
H 2.900 -0.666 -2.653
H 2.511 -2.305 -3.212
H 1.497 -3.682 -0.350
H -0.583 -2.819 0.622
H -2.635 -0.846 -0.050
H -2.876 1.123 -1.345
H -0.841 2.141 -2.579
H 1.055 0.715 -2.984
C -0.827 2.825 2.561
C -0.964 1.337 2.230
C 0.210 0.473 2.800
H 0.112 3.169 2.976
H -1.694 3.158 3.132
H -0.956 3.402 1.631
H -1.874 0.964 2.708
H -0.986 1.137 1.170
H 1.055 0.688 2.152
H 0.514 0.806 3.790
H -0.114 -0.563 2.736
*
```

Computed Löwdin charges, given in elementary charges: -0.04, -0.22, -0.05, 0.08, -0.23, -0.05, -0.10, -0.09, -0.04, -0.14, 0.07, 0.06, 0.09, 0.11, 0.14, 0.11, 0.10, 0.10, 0.10, -0.12, -0.30, -0.11, 0.06, 0.06, 0.07, 0.09, 0.05, 0.06, 0.06, 0.05

=====

x | The following is a DFT calculation (ωB97M-V/def2-TZVPD) of a 2-piece molecular cluster, C12H17N overall.

As for the SMILES: Cc1c[nH]c2ccccc12.CCC.

Structure (ORCA input):
```
! RIJCOSX wB97M-V def2-TZVPD def2/J DEFGRID3
* xyz 0 1
C -2.793 0.765 -0.521
C -1.731 1.111 0.474
C -1.789 0.927 1.816
N -0.530 1.089 2.371
C 0.374 1.257 1.359
C 1.763 1.169 1.426
C 2.452 1.183 0.234
C 1.777 1.210 -1.005
C 0.402 1.248 -1.043
C -0.334 1.270 0.144
H -2.754 1.396 -1.415
H -3.796 0.697 -0.117
H -2.539 -0.204 -0.934
H -2.615 0.911 2.503
H -0.323 0.969 3.345
H 2.250 1.096 2.389
H 3.521 1.331 0.214
H 2.382 1.352 -1.893
H -0.050 1.367 -2.023
C 0.685 -3.806 -0.536
C 0.619 -3.071 -1.869
C -0.498 -2.004 -1.784
H -0.318 -4.165 -0.258
H 1.377 -4.644 -0.560
H 0.866 -3.168 0.338
H 0.263 -3.776 -2.619
H 1.562 -2.579 -2.073
H -0.488 -1.334 -2.642
H -0.250 -1.338 -0.953
H -1.459 -2.483 -1.628
*
```

Computed Löwdin charges, given in elementary charges: -0.04, -0.23, -0.06, 0.07, -0.22, -0.03, -0.10, -0.10, -0.06, -0.15, 0.08, 0.08, 0.06, 0.12, 0.15, 0.11, 0.10, 0.10, 0.11, -0.14, -0.30, -0.13, 0.07, 0.06, 0.07, 0.10, 0.10, 0.07, 0.05, 0.07

=====

y | The following is a DFT calculation (ωB97M-V/def2-TZVPD) of a 2-piece molecular cluster, C12H17N overall.

As for the SMILES: Cc1c[nH]c2ccccc12.CCC.

Structure (ORCA input):
```
! RIJCOSX wB97M-V def2-TZVPD def2/J DEFGRID3
* xyz 0 1
C -0.038 1.324 1.390
C 1.340 0.878 0.973
C 2.247 0.238 1.745
N 3.409 0.012 1.017
C 3.209 0.452 -0.269
C 4.054 0.385 -1.379
C 3.543 0.864 -2.568
C 2.246 1.368 -2.685
C 1.435 1.454 -1.570
C 1.935 1.034 -0.332
H -0.759 0.800 0.767
H -0.181 2.397 1.428
H -0.165 0.895 2.391
H 2.251 -0.101 2.766
H 4.015 -0.734 1.312
H 5.072 0.012 -1.292
H 4.174 0.827 -3.457
H 1.878 1.745 -3.634
H 0.429 1.871 -1.601
C -3.122 -1.931 -0.581
C -3.907 -0.879 0.196
C -3.979 -1.286 1.652
H -2.233 -2.210 0.002
H -2.828 -1.619 -1.577
H -3.731 -2.843 -0.671
H -3.479 0.123 0.071
H -4.893 -0.779 -0.263
H -4.480 -2.243 1.774
H -2.992 -1.498 2.075
H -4.451 -0.556 2.319
*
```

Computed Löwdin charges, given in elementary charges: -0.04, -0.23, -0.06, 0.06, -0.22, -0.02, -0.11, -0.10, -0.03, -0.14, 0.07, 0.08, 0.07, 0.12, 0.15, 0.11, 0.10, 0.10, 0.11, -0.13, -0.33, -0.14, 0.07, 0.06, 0.07, 0.09, 0.10, 0.07, 0.07, 0.07

=====

Of them, w has the lowest stability.

=====

w | The following is a DFT calculation (ωB97M-V/def2-TZVPD) of a 2-piece molecular cluster, C12H17N overall.

As for the SMILES: CCc1c[nH]c2ccccc12.CC.

Structure (ORCA input):
```
! RIJCOSX wB97M-V def2-TZVPD def2/J DEFGRID3
* xyz 0 1
C -2.793 0.419 2.625
C -1.285 0.582 2.432
C -0.976 0.831 0.915
C -1.160 2.028 0.249
N -0.848 1.888 -1.095
C -0.445 0.603 -1.343
C -0.084 -0.139 -2.509
C 0.356 -1.460 -2.356
C 0.263 -2.116 -1.158
C -0.163 -1.490 -0.039
C -0.587 -0.166 -0.157
H -3.366 1.301 2.513
H -2.877 -0.062 3.657
H -3.106 -0.185 1.776
H -0.895 1.490 2.833
H -0.723 -0.412 2.826
H -1.576 2.916 0.470
H -0.865 2.646 -1.774
H -0.084 0.432 -3.498
H 0.943 -1.979 -3.231
H 0.447 -3.232 -1.131
H -0.306 -2.052 0.941
C 3.237 -0.390 -0.178
C 3.393 -0.571 1.331
H 4.151 0.159 -0.445
H 3.163 -1.298 -0.788
H 2.257 0.250 -0.484
H 4.245 -0.122 1.738
H 2.411 -0.211 1.859
H 3.580 -1.641 1.520
*
```

Computed Löwdin charges, given in elementary charges: -0.12, -0.21, -0.15, -0.05, 0.06, -0.23, -0.03, -0.14, -0.17, -0.07, -0.13, 0.05, 0.09, 0.07, 0.08, 0.15, 0.08, 0.16, 0.12, 0.14, 0.12, 0.14, -0.18, -0.18, 0.05, 0.05, 0.10, 0.03, 0.09, 0.06

=====

x | The following is a DFT calculation (ωB97M-V/def2-TZVPD) of a 2-piece molecular cluster, C12H17N overall.

As for the SMILES: Cc1c[nH]c2ccccc12.CCC.

Structure (ORCA input):
```
! RIJCOSX wB97M-V def2-TZVPD def2/J DEFGRID3
* xyz 0 1
C 1.738 -1.844 -2.586
C 1.593 -0.917 -1.409
C 2.173 0.310 -1.330
N 1.934 0.857 -0.057
C 1.359 -0.140 0.710
C 0.908 -0.072 2.041
C 0.033 -1.056 2.416
C -0.187 -2.216 1.628
C 0.233 -2.285 0.328
C 1.069 -1.232 -0.117
H 2.067 -1.389 -3.504
H 0.787 -2.363 -2.728
H 2.355 -2.622 -2.129
H 2.941 0.682 -1.991
H 2.694 1.440 0.265
H 1.190 0.725 2.717
H -0.400 -0.989 3.408
H -0.886 -2.855 2.158
H -0.080 -3.104 -0.306
C -1.575 2.023 1.253
C -1.784 2.250 -0.265
C -2.542 1.105 -0.943
H -1.603 2.982 1.776
H -2.318 1.352 1.675
H -0.603 1.562 1.415
H -0.730 2.211 -0.557
H -2.192 3.212 -0.567
H -2.227 0.927 -1.974
H -3.593 1.334 -0.803
H -2.356 0.112 -0.523
*
```

Computed Löwdin charges, given in elementary charges: -0.04, -0.25, -0.06, 0.07, -0.23, -0.05, -0.10, -0.09, -0.02, -0.14, 0.07, 0.07, 0.09, 0.12, 0.15, 0.11, 0.10, 0.10, 0.11, -0.11, -0.29, -0.12, 0.07, 0.07, 0.02, 0.08, 0.09, 0.07, 0.07, 0.06

=====

Of them, w has the lowest stability.